# 1
Formula: C26H28N4SbSe4Zr
Source: the OMol25 dataset
Level of theory: wB97M-V/def2-TZVPD

XYZ file:
```
64
Properties=species:S:1:pos:R:3:forces:R:3:lowdin_charge:R:1
Zr 0.025816 -0.335323 0.456313 -1.065 0.046 -0.122 0.8551
Se -4.098152 -0.239794 -1.146683 0.087 0.085 0.098 -0.0353
Sb -2.062167 -1.377402 -1.593714 -0.997 -0.543 -0.907 -0.2027
Se -1.388079 -2.434300 0.701151 0.617 0.502 -0.315 0.1896
Se -0.294664 0.603014 -1.816098 0.100 -0.312 0.684 0.1590
Se -1.521986 -2.956146 -3.266185 0.114 0.061 0.061 -0.0541
C -0.192511 3.433089 1.709630 0.012 0.007 0.110 -0.0263
C 0.834394 3.662873 0.641814 -0.060 0.168 0.003 -0.2086
C 0.927741 4.905378 0.019986 -0.038 -0.077 0.052 -0.0195
C 1.835255 5.126722 -0.999325 0.054 -0.069 0.000 -0.0412
C 2.672116 4.102470 -1.412281 0.064 -0.022 0.001 -0.0168
C 2.628484 2.853282 -0.805673 0.038 0.166 -0.417 -0.2245
C 3.492259 1.729360 -1.311489 0.268 0.054 -0.109 -0.0175
C 1.704272 2.669097 0.216858 -0.172 -0.511 0.331 -0.2388
N 1.675966 1.319599 0.771192 0.065 0.440 0.190 0.0191
C 2.748835 0.906472 1.326127 0.229 -0.756 0.393 -0.2612
C 3.869966 1.745913 1.826950 0.090 0.050 0.067 0.0085
C 2.903216 -0.621566 1.425939 -0.082 0.322 -0.202 -0.2196
C 4.206702 -1.188649 1.862595 -0.073 0.018 -0.020 0.0245
N 1.925870 -1.310446 0.961017 0.962 -0.294 0.124 -0.0212
C 1.995633 -2.761268 0.790837 -0.095 0.352 0.443 -0.2647
C 1.785506 -3.575361 1.905480 -0.187 -0.066 0.017 -0.2558
C 1.587599 -3.005618 3.283468 0.006 0.033 0.017 -0.0279
C 1.628509 -4.934673 1.680600 0.080 0.049 -0.021 -0.0259
C 1.663091 -5.449621 0.390951 0.029 0.123 0.023 -0.0371
C 1.897659 -4.612267 -0.681784 0.017 0.027 -0.062 -0.0153
C 2.081358 -3.241731 -0.503020 0.234 -0.201 -0.256 -0.2225
C 2.377842 -2.374005 -1.696998 -0.227 0.100 -0.083 -0.0270
H -0.605628 4.380488 2.050728 0.028 0.002 0.011 0.0910
H 0.216482 2.914475 2.579840 -0.003 0.002 -0.029 0.0726
H -1.025721 2.848543 1.319370 -0.070 -0.084 -0.037 0.0730
H 0.268859 5.701473 0.340454 -0.016 0.008 0.009 0.1211
H 1.886110 6.092841 -1.479665 0.002 0.040 -0.017 0.1161
H 3.371885 4.265386 -2.220436 0.009 0.022 -0.043 0.1208
H 3.962011 2.017691 -2.249656 0.002 -0.001 0.003 0.0970
H 2.901749 0.832323 -1.504719 -0.019 0.004 -0.021 0.0501
H 4.303367 1.467887 -0.619500 -0.141 0.069 -0.256 0.0744
H 3.695678 2.800573 1.634023 0.017 -0.032 0.029 0.1052
H 4.825843 1.450647 1.391634 -0.042 0.018 0.062 0.0983
H 3.953351 1.584423 2.905083 0.012 0.013 0.033 0.1116
H 4.520125 -0.763357 2.815878 -0.004 -0.002 0.022 0.1054
H 4.966981 -0.913661 1.125341 0.014 -0.005 -0.003 0.1176
H 4.161677 -2.271545 1.926884 0.011 -0.007 0.002 0.0973
H 2.319672 -2.238832 3.543979 0.011 -0.001 0.001 0.0671
H 1.662598 -3.788163 4.034959 -0.016 -0.030 0.000 0.0921
H 0.588812 -2.563825 3.374114 0.012 0.013 -0.013 0.0665
H 1.456110 -5.592480 2.521425 -0.019 -0.018 0.038 0.1208
H 1.508515 -6.505122 0.227227 -0.008 -0.074 -0.007 0.1165
H 1.923251 -5.010957 -1.688304 0.036 -0.007 0.009 0.1294
H 1.501321 -2.324479 -2.357677 0.137 0.020 0.074 0.0527
H 3.199021 -2.808400 -2.267686 -0.027 0.002 -0.030 0.0975
H 2.667891 -1.351923 -1.434299 -0.062 -0.171 -0.016 0.0443
N -3.883661 0.872839 6.864364 -0.101 0.021 0.180 0.2089
C -3.317985 0.751145 5.875437 0.115 -0.022 -0.200 -0.1463
C -2.594150 0.603712 4.641017 0.037 0.009 0.090 -0.1784
C -3.259516 0.640337 3.423148 -0.033 -0.003 -0.118 0.0475
C -2.530837 0.492093 2.258709 0.056 0.033 -0.009 -0.1215
N -1.198945 0.324292 2.281604 0.066 0.336 0.055 -0.1373
C -0.560947 0.290269 3.459201 0.029 0.116 0.049 -0.1398
C -1.212086 0.424591 4.664730 -0.046 0.001 -0.054 0.0250
H -4.331219 0.766107 3.372460 -0.006 0.011 0.011 0.1420
H -3.015390 0.477458 1.281352 0.015 -0.011 0.071 0.0244
H 0.518113 0.154903 3.435366 -0.065 -0.002 -0.012 0.1107
H -0.666216 0.397526 5.595670 -0.001 -0.022 0.018 0.1343
```
Positions in Å, forces in eV/Å.

The calculation puts the orbital gap at 4.85 eV. The calculation puts the largest force on an atom at 1.5 eV/A. The electronic energy comes out at -11119.51742 hartree. As for the net charge: +1. The LUMO energy comes out at -5.268 eV. As for the relative energy (zero: lowest compared OMol25 entry of this formula, charge and spin): 51.4 kcal/mol.

# 2
Formula: C5H4O2
Source: the OMol25 dataset
Level of theory: wB97M-V/def2-TZVPD

XYZ file:
```
11
Properties=species:S:1:pos:R:3:forces:R:3:lowdin_charge:R:1
O 3.090756 0.615727 3.189826 -0.714 -0.542 -0.987 0.1054
C 2.432297 0.062819 2.341528 0.596 1.210 -0.026 -0.4040
C 1.796716 -1.222987 2.389992 -0.828 -0.474 -0.471 0.0016
C 1.087406 -1.699263 1.320176 0.712 -0.005 0.579 -0.0550
C 0.971645 -0.942644 0.118751 0.225 0.464 -0.514 -0.0753
C 1.557687 0.283250 0.066440 -0.577 -0.629 0.192 -0.1128
O 2.244920 0.787999 1.087943 0.240 -0.373 0.997 0.0628
H 1.850443 -1.758660 3.336919 0.133 0.128 -0.339 0.1221
H 0.653726 -2.699427 1.367473 -0.020 0.336 0.053 0.1151
H 0.461961 -1.333969 -0.759304 0.041 0.164 0.309 0.1064
H 1.464157 0.979605 -0.768878 0.193 -0.279 0.207 0.1337
```
Positions in Å, forces in eV/Å.

The calculation puts the orbital gap at 9.12 eV. The calculation puts the largest force on an atom at 1.3 eV/A. As for the SMILES: O=c1cccco1. The electronic energy comes out at -343.38897 hartree. The LUMO energy comes out at 0.044 eV. As for the relative energy (zero: lowest compared OMol25 entry of this formula, charge and spin): 2.1 kcal/mol.

# 3
Formula: C20H39F6N3O3P2S
Source: the OMol25 dataset
Level of theory: wB97M-V/def2-TZVPD

XYZ file:
```
74
Properties=species:S:1:pos:R:3:forces:R:3:lowdin_charge:R:1
C 0.030299 3.655182 -1.102206 -0.348 -0.292 -0.331 -0.1217
C -1.358219 4.165163 -1.648965 0.322 -0.528 0.725 -0.2555
C -2.451330 4.246038 -0.498410 0.317 1.384 -0.825 -0.2091
C -3.897046 4.373509 -1.121740 0.449 -0.295 -0.599 -0.1980
C -4.769198 3.070197 -1.045425 -0.583 0.758 0.413 -0.1959
C -4.910809 2.439743 0.396676 -0.271 -0.723 -0.420 -0.1568
C -4.967975 0.863092 0.203952 -0.929 1.868 0.243 -0.1229
N -3.648525 0.320030 -0.243899 0.457 -2.001 -0.333 -0.1076
C -2.454043 0.516883 0.677829 -0.559 -0.314 2.243 -0.0635
C -1.733999 -0.882121 0.938056 0.204 -0.613 -1.983 -0.2642
C -0.198856 -0.761655 1.243395 -0.169 0.826 0.568 -0.1415
C 0.171656 0.613992 1.952598 0.621 -0.185 -0.351 -0.2063
C 1.645308 0.519724 2.530415 -0.272 -0.068 -0.995 -0.1851
C 2.705452 0.789996 1.369985 0.042 -1.235 0.365 -0.1944
C 3.643444 -0.475892 1.248693 0.312 0.916 0.131 -0.2264
C 4.882988 -0.250463 0.306689 0.223 -1.487 0.439 -0.2607
C 6.078526 -1.176371 0.839747 -0.156 0.825 -0.892 -0.4393
S 7.301570 -0.041609 1.664611 1.074 -0.184 -0.265 0.9224
C 8.215941 0.592291 0.251608 -2.099 -1.254 -1.377 -0.6310
N 7.727968 0.367462 -0.980230 1.376 0.751 2.379 0.0171
N 8.636034 0.934732 -1.825136 2.478 1.315 0.809 0.0203
C 9.610265 1.464630 -1.093943 -1.649 -0.916 -0.766 -0.1364
O 9.383715 1.277304 0.274942 -0.763 -0.459 -1.171 0.0222
C -2.176252 -1.625757 -0.408373 0.023 1.129 -0.374 -0.3895
P -1.824861 -3.490503 -0.485173 0.520 -2.964 2.036 0.9085
O -2.970984 -4.266905 -1.437466 0.911 2.331 -0.166 -0.2662
O -0.361496 -3.729330 -1.303162 -2.207 1.959 -0.213 -0.2642
C -3.700012 -1.174493 -0.414083 1.111 -2.274 -2.106 -0.1224
H -0.058847 2.551575 -0.931036 0.248 0.812 0.083 0.0467
H 0.320298 4.153811 -0.141578 -0.306 -0.398 -0.823 0.0830
H 0.861624 3.795779 -1.842176 -0.801 -0.047 0.639 0.0794
H -1.741727 3.458677 -2.436345 0.495 0.679 0.515 0.1044
H -1.190926 5.169524 -2.108798 -0.497 -0.760 0.296 0.1110
H -2.335771 3.430844 0.254405 -0.117 0.506 -0.662 0.0778
H -2.239842 5.216165 0.029053 -0.157 -1.027 -0.137 0.1168
H -4.430515 5.280324 -0.731038 0.307 -1.068 -0.067 0.1165
H -3.745195 4.584255 -2.219037 -0.241 -0.088 1.009 0.1104
H -4.434666 2.295406 -1.793577 -0.042 0.809 0.683 0.1055
H -5.809439 3.356910 -1.367823 0.970 -0.410 0.124 0.1202
H -5.877210 2.774321 0.862593 0.885 -0.433 -0.439 0.1264
H -4.109201 2.736941 1.114102 -0.490 -0.268 -0.703 0.0988
H -5.282305 0.322190 1.126042 0.549 0.316 -0.635 0.1432
H -5.761117 0.697602 -0.574617 1.013 -0.284 0.540 0.1484
H -3.296779 0.625089 -1.156228 -0.820 0.522 0.150 0.1692
H -2.950091 0.771784 1.655065 0.942 0.570 -0.914 0.1459
H -1.844582 1.319363 0.206119 -0.232 -0.674 0.841 0.1161
H -2.221552 -1.526966 1.709986 0.186 1.086 -0.152 0.1463
H 0.080616 -1.575831 1.963370 -0.205 0.522 -0.972 0.1293
H 0.422434 -0.825894 0.308691 -0.614 -0.223 0.820 0.1238
H -0.584453 0.901390 2.725593 0.614 -0.342 -0.483 0.1126
H 0.195477 1.411709 1.160456 -0.255 -0.492 0.829 0.0779
H 1.774267 -0.547650 2.860349 0.026 1.126 0.098 0.1023
H 1.833855 1.224546 3.372366 -0.333 -0.626 -0.521 0.1084
H 2.154966 0.955038 0.401240 0.689 0.076 0.824 0.1031
H 3.376372 1.653404 1.611303 -0.800 -0.525 -0.327 0.1117
H 3.067566 -1.387197 0.950588 0.405 0.706 0.158 0.1208
H 4.035076 -0.671693 2.288027 -0.378 0.171 -0.906 0.1107
H 4.676400 -0.602393 -0.733782 -0.012 0.649 0.733 0.1108
H 5.248762 0.808593 0.310487 -0.589 -0.968 -0.153 0.0836
H 5.747614 -1.903164 1.618594 0.306 0.742 -0.413 0.0767
H 6.555025 -1.762877 0.013850 -0.190 0.724 0.795 0.0823
H 10.520705 1.978921 -1.444940 -0.805 -0.396 0.512 0.1337
H -1.567383 -1.227999 -1.280480 -1.004 0.388 0.606 0.1202
H -3.019666 -3.865787 -2.326914 -0.119 -0.582 0.139 0.0580
H -0.420691 -3.267093 -2.165964 0.499 -0.506 0.230 0.0551
H -4.032548 -1.518392 -1.428380 -0.482 0.971 0.833 0.1370
H -4.377729 -1.655570 0.330861 0.916 0.455 -0.282 0.1515
F -2.548634 -6.886715 0.371231 -1.570 -0.946 0.194 -0.2157
P -1.162163 -7.354140 -0.357859 -0.050 -0.691 0.024 0.2643
F -0.054572 -6.880152 -1.456887 1.855 -0.008 0.274 -0.2063
F 0.059450 -8.124222 0.395387 1.334 0.834 0.925 -0.2000
F -1.714865 -8.875558 -0.188563 -1.330 -0.682 -1.079 -0.1982
F -0.732952 -6.049665 0.515542 1.683 1.356 -0.274 -0.2425
F -1.994645 -7.300071 -1.760262 -1.920 0.156 -0.117 -0.2089
```
Positions in Å, forces in eV/Å.

The calculation puts the orbital gap at 7.64 eV. The calculation puts the largest force on an atom at 3.6 eV/A. The electronic energy comes out at -2855.49740 hartree. The LUMO energy comes out at -1.074 eV. As for the relative energy (zero: lowest compared OMol25 entry of this formula, charge and spin): 0.0 kcal/mol.

What is the formula in the first record? C26H28N4SbSe4Zr